Record 1
This record from the Open Molecules 2025 dataset describes a molecular structure, C36H57BBeN2S3. The level of theory is ωB97M-V/def2-TZVPD.

Properties
Largest force on an atom ... 0.017 hartree/bohr
Spin multiplicity ... 1
HOMO-LUMO gap ... 0.298 hartree

CARTESIAN COORDINATES (ANGSTROEM)
Be -1.50 -0.04 0.99
C 3.02 2.45 2.24
C 2.33 2.10 3.55
S 0.69 1.34 3.35
C -0.42 2.56 4.09
C -0.63 3.82 3.26
S -1.48 3.46 1.69
C -0.28 3.98 0.43
C 1.01 3.16 0.33
S 2.36 3.87 1.33
H 3.02 1.58 1.57
H 4.06 2.71 2.44
H 2.23 2.98 4.19
H 2.94 1.36 4.08
H -0.05 2.81 5.08
H -1.36 2.03 4.21
H 0.32 4.30 3.02
H -1.24 4.53 3.82
H -0.07 5.04 0.57
H -0.84 3.88 -0.50
H 1.35 3.14 -0.71
H 0.84 2.14 0.66
C -4.07 -2.64 2.87
C -2.72 -2.30 2.25
C -2.56 -3.06 0.92
C -2.53 -0.76 2.17
H -4.18 -3.72 3.00
H -4.88 -2.31 2.21
H -4.20 -2.16 3.84
H -1.95 -2.68 2.92
H -3.40 -2.89 0.25
H -2.52 -4.13 1.12
H -1.65 -2.78 0.39
H -2.22 -0.43 3.17
H -3.52 -0.30 2.06
C 3.96 -0.63 -2.24
C 3.14 0.22 -1.26
C 3.71 1.64 -1.20
C 3.10 -0.45 0.10
C 4.24 -0.41 0.90
C 4.28 -1.03 2.13
C 3.16 -1.72 2.58
C 2.00 -1.80 1.82
C 0.86 -2.67 2.30
C 1.09 -4.11 1.81
C 0.69 -2.65 3.82
C 1.97 -1.16 0.57
N 0.81 -1.24 -0.30
B -0.34 -0.36 -0.38
N -0.92 -0.70 -1.70
C -0.21 -1.81 -2.20
C 0.81 -2.11 -1.39
C -1.72 -0.01 -2.71
C -3.07 0.37 -2.62
C -3.76 0.63 -3.81
C -3.16 0.62 -5.05
C -1.79 0.48 -5.10
C -1.06 0.21 -3.95
C 0.46 0.31 -4.06
C 0.84 1.79 -4.24
C 1.05 -0.54 -5.18
C -3.92 0.66 -1.38
C -4.52 -0.59 -0.74
C -3.23 1.60 -0.39
H 3.94 -0.19 -3.24
H 3.57 -1.65 -2.30
H 5.00 -0.69 -1.91
H 2.13 0.28 -1.63
H 4.80 1.63 -1.10
H 3.30 2.21 -0.37
H 3.48 2.17 -2.13
H 5.11 0.13 0.54
H 5.17 -0.97 2.74
H 3.20 -2.21 3.54
H -0.05 -2.30 1.84
H 2.00 -4.52 2.25
H 1.19 -4.15 0.72
H 0.25 -4.75 2.10
H 1.54 -3.11 4.32
H -0.20 -3.23 4.10
H 0.57 -1.63 4.19
H -0.49 -2.28 -3.13
H 1.55 -2.89 -1.50
H -4.82 0.86 -3.74
H -3.74 0.78 -5.95
H -1.27 0.60 -6.04
H 0.90 -0.01 -3.13
H 0.43 2.19 -5.17
H 1.92 1.91 -4.26
H 0.44 2.39 -3.42
H 0.69 -0.22 -6.16
H 0.81 -1.59 -5.05
H 2.14 -0.45 -5.19
H -4.74 1.26 -1.77
H -3.74 -1.25 -0.37
H -5.11 -1.13 -1.48
H -5.17 -0.33 0.09
H -2.51 1.09 0.23
H -3.94 2.05 0.31
H -2.70 2.39 -0.92



Record 2
This record from the Open Molecules 2025 dataset describes a molecular structure, C36H57GeN8OTi. The level of theory is ωB97M-V/def2-TZVPD.

Properties
Total charge ... +2
Largest force on an atom ... 0.006 hartree/bohr
Spin multiplicity ... 2
HOMO-LUMO gap (spin up / spin down) ... 0.273 / 0.282 hartree

CARTESIAN COORDINATES (ANGSTROEM)
Ti 0.42 -0.27 -0.21
C 2.94 2.67 1.80
C 1.83 2.31 2.75
C 2.05 2.34 4.12
C 1.02 2.11 5.02
C -0.27 1.91 4.54
C -0.53 1.89 3.18
C -1.94 1.80 2.67
C 0.55 2.03 2.29
N 0.27 1.86 0.89
C -0.19 2.87 0.25
C -0.33 4.25 0.80
C -0.74 2.60 -1.12
C -1.24 3.77 -1.92
N -0.83 1.38 -1.46
C -1.72 1.10 -2.58
C -3.08 1.02 -2.25
C -3.57 1.24 -0.85
C -3.98 0.71 -3.26
C -3.55 0.50 -4.56
C -2.20 0.60 -4.86
C -1.26 0.90 -3.87
C 0.19 1.00 -4.24
H 3.87 2.84 2.34
H 2.71 3.59 1.25
H 3.11 1.89 1.06
H 3.05 2.57 4.49
H 1.20 2.15 6.08
H -1.09 1.81 5.24
H -2.62 1.50 3.47
H -2.04 1.10 1.84
H -2.29 2.78 2.31
H 0.04 4.32 1.82
H -1.37 4.58 0.78
H 0.23 4.96 0.18
H -0.47 4.54 -1.96
H -2.12 4.22 -1.45
H -1.50 3.47 -2.93
H -3.05 0.59 -0.14
H -4.64 1.03 -0.78
H -3.42 2.27 -0.51
H -5.03 0.63 -3.03
H -4.26 0.26 -5.34
H -1.86 0.46 -5.88
H 0.30 1.20 -5.31
H 0.70 0.05 -4.04
H 0.71 1.78 -3.70
O 1.32 -2.52 -0.20
C 2.50 -3.25 -0.56
C 3.41 -2.39 -1.42
C 2.64 -1.74 -2.59
C 2.84 -0.25 -2.58
C 3.76 0.33 -3.46
C 4.01 1.68 -3.40
C 3.34 2.44 -2.45
C 2.44 1.80 -1.63
N 2.17 0.48 -1.67
H 0.55 -3.04 -0.47
H 2.20 -4.14 -1.11
H 3.01 -3.57 0.35
H 4.23 -3.01 -1.78
H 3.87 -1.62 -0.80
H 1.58 -1.95 -2.50
H 2.98 -2.14 -3.54
H 4.27 -0.30 -4.18
H 4.72 2.14 -4.08
H 3.50 3.50 -2.35
H 1.90 2.37 -0.89
C -2.37 -1.57 3.74
N -0.92 -1.59 3.84
C -0.37 -2.05 5.12
C -0.13 -1.17 2.83
N -0.51 -0.97 1.61
N 1.19 -0.95 3.21
C 2.26 -0.68 2.39
N 3.45 -0.73 3.03
N 2.13 -0.40 1.14
H -2.78 -1.22 4.68
H -2.77 -2.57 3.53
H -2.69 -0.89 2.95
H -1.13 -2.67 5.60
H -0.14 -1.22 5.79
H 0.51 -2.67 4.97
H -1.44 -1.34 1.44
H 1.33 -0.74 4.19
H 3.55 -1.12 3.95
H 4.29 -0.41 2.57
H 3.02 -0.35 0.68
C -0.57 -4.74 -1.42
Ge -1.84 -3.26 -1.12
C -2.65 -3.53 0.65
C -3.22 -3.34 -2.49
C -1.01 -1.48 -1.23
H -1.15 -5.64 -1.64
H 0.05 -4.98 -0.55
H 0.08 -4.56 -2.28
H -3.26 -4.44 0.63
H -3.30 -2.70 0.91
H -1.89 -3.66 1.42
H -3.74 -4.30 -2.47
H -2.77 -3.21 -3.48
H -3.94 -2.54 -2.34
H -1.92 -0.87 -1.24
H -0.63 -1.39 -2.26